#a
This record from OMol25 describes 3 unconnected molecules or ions with the total composition C3H11NO3. The level of theory is ωB97M-V/def2-TZVPD.

highest occupied orbital energy (alpha / beta)	-14.8 / -14.8	eV

```
! RIJCOSX wB97M-V def2-TZVPD def2/J DEFGRID3
* xyz 1 2
C 1.0129 2.3388 0.1489
C 0.1747 1.0313 0.3014
C 0.6335 0.0615 -0.7733
N -0.1383 0.1018 -1.8897
O 1.6252 -0.6524 -0.5902
H 1.7219 2.5033 0.9960
H 0.2803 3.1639 0.0774
H 1.6607 2.3437 -0.8073
H 0.5050 0.4448 1.1576
H -0.9282 1.1319 0.4066
H -0.9375 0.7079 -2.0845
H 0.2468 -0.4454 -2.6803
H 1.2831 -2.8106 1.9688
H 0.4379 -1.4913 1.7855
O 0.4735 -2.2948 2.2642
H -2.0189 -2.3329 0.2933
H -3.3566 -2.1323 -0.5652
O -2.6759 -1.6692 -0.0093
*
```

Löwdin atomic charge list, values in e, 6 entries: C -0.035; C -0.103; C -0.403; N 0.259; O 0.356; H 0.105



#b
This record from OMol25 describes 4 unconnected molecules or ions with the total composition C3H11NO3. The level of theory is ωB97M-V/def2-TZVPD.

highest occupied orbital energy (alpha / beta)	-14.5 / -14.5	eV

```
! RIJCOSX wB97M-V def2-TZVPD def2/J DEFGRID3
* xyz 1 2
C -0.7082 0.9002 1.1255
C -1.1846 0.1223 2.1714
C -0.5873 -0.7746 -0.4704
N -0.6154 0.4894 -0.1670
H -0.4228 1.9148 1.3781
H -1.4251 -0.9268 2.0448
H -1.3105 0.4753 3.1876
H -0.1694 -1.1010 -1.4200
H -0.6988 -1.5956 0.2424
H -2.6014 0.8821 -3.0683
H -0.9804 0.9130 -2.9583
O -1.7592 1.0860 -3.5077
H 1.4541 0.8343 -0.3551
H 2.1557 2.1932 -0.7160
O 2.0718 1.4876 -0.0269
H 1.7851 -1.7747 1.2048
H 2.8753 -2.7796 0.8581
O 2.1211 -2.3459 0.4773
*
```

Löwdin atomic charge list, values in e, 6 entries: C -0.046; C 0.261; C 0.141; N 0.044; H 0.144; H 0.095



Which of them is most stable? Easy: #a.



#a
This record from OMol25 describes 2 unconnected molecules or ions with the total composition CH6NO. The level of theory is ωB97M-V/def2-TZVPD.

highest occupied orbital energy (alpha / beta)	-25.9 / -27.0	eV

```
! RIJCOSX wB97M-V def2-TZVPD def2/J DEFGRID3
* xyz 2 2
N 0.2129 -1.5431 0.1773
H 1.1208 -1.7428 -0.3027
H 0.0521 -0.5119 0.0823
H 0.2631 -1.8151 1.1432
H -0.6601 -1.9796 -0.0395
O -0.3983 0.9250 0.4066
C -0.2955 1.9090 -0.2842
H 0.7673 2.4999 -0.2558
H -1.0624 2.2585 -0.9272
*
```

Löwdin atomic charge list, values in e, 6 entries: N 0.335; H 0.201; H 0.066; H 0.161; H 0.160; O 0.305



#b
This record from OMol25 describes 2 unconnected molecules or ions with the total composition CH6NO. The level of theory is ωB97M-V/def2-TZVPD.

highest occupied orbital energy (alpha / beta)	-24.1 / -24.0	eV

```
! RIJCOSX wB97M-V def2-TZVPD def2/J DEFGRID3
* xyz 2 2
C -0.2104 1.5797 -0.0230
N 0.2800 0.5644 -0.7174
H -0.8298 1.2755 0.8616
H 0.1470 2.5680 -0.3464
H 0.8904 0.7428 -1.5300
H -0.1032 -0.3900 -0.4592
H 0.3853 -1.9401 1.4472
H -0.4410 -2.5534 0.1046
O -0.1184 -1.8468 0.6626
*
```

Löwdin atomic charge list, values in e, 6 entries: C 0.242; N 0.171; H 0.151; H 0.152; H 0.180; H 0.110



Which of them is most stable? Easy: #a.



#a
This record from OMol25 describes 2 unconnected molecules or ions with the total composition CH4INS. The level of theory is ωB97M-V/def2-TZVPD.

highest occupied orbital energy (alpha / beta)	-9.0 / -8.8	eV

```
! RIJCOSX wB97M-V def2-TZVPD def2/J DEFGRID3
* xyz 0 1
C 0.4095 -0.3572 -0.2818
N -0.6334 -0.4452 0.7372
S -1.2190 1.9110 0.4921
I -0.3838 -0.8635 2.5675
H 1.0179 -1.2015 -0.0592
H 0.0006 -0.5214 -1.2986
H 1.0098 0.6215 -0.2121
H -2.5353 1.7759 1.0864
*
```

Löwdin atomic charge list, values in e, 6 entries: C -0.348; N -0.862; S 0.358; I 0.843; H 0.034; H 0.081



#b
This record from OMol25 describes a molecular structure, CH4INS. The level of theory is ωB97M-V/def2-TZVPD.

highest occupied orbital energy (alpha / beta)	-8.4 / -8.4	eV

```
! RIJCOSX wB97M-V def2-TZVPD def2/J DEFGRID3
* xyz 0 1
C 1.1187 0.4738 0.0923
N -2.1959 -1.2386 -0.4914
S -1.1460 -2.2126 -0.1163
I -2.3634 0.7725 0.0455
H 0.7265 1.0463 -0.6563
H 1.2264 1.0247 0.9744
H 0.4854 -0.3524 0.4477
H 2.1482 0.4862 -0.2958
*
```

Löwdin atomic charge list, values in e, 6 entries: C -0.112; N -1.101; S 0.627; I 0.669; H -0.049; H -0.002



Which of them is most stable? Easy: #b.



#a
This record from OMol25 describes 2 unconnected molecules or ions with the total composition C7H13NSi. The level of theory is ωB97M-V/def2-TZVPD.

highest occupied orbital energy (alpha / beta)	-8.4 / -8.4	eV

```
! RIJCOSX wB97M-V def2-TZVPD def2/J DEFGRID3
* xyz 0 1
C 2.3572 -0.0773 -1.1237
C 1.1805 0.1793 0.7330
C 2.1192 0.7418 1.3812
C 2.3295 0.7767 -2.1284
C -1.3546 -0.4280 2.1976
C -0.7560 -1.7403 -0.4861
C -1.4269 1.4110 -0.3270
N 3.1903 0.7896 1.9660
Si -0.6136 -0.1066 0.5428
H 2.8641 -0.9879 -0.9907
H 3.0060 0.7971 -3.0252
H 1.8983 1.8222 -2.1417
H -1.5425 0.5080 2.6755
H -2.2079 -1.0877 2.3478
H -0.6623 -1.0314 2.8917
H -0.2827 -1.7272 -1.4365
H -0.3044 -2.5301 0.1219
H -1.8268 -1.9362 -0.5733
H -1.3242 1.5442 -1.3632
H -2.5440 1.1962 -0.2134
H -1.2879 2.1754 0.3867
H 3.3375 1.6314 2.4946
*
```

Löwdin atomic charge list, values in e, 6 entries: C 0.010; C -0.115; C -0.329; C -0.072; C -0.194; C -0.180



#b
This record from OMol25 describes a single C7H13NSi molecule. The level of theory is ωB97M-V/def2-TZVPD.

SMILES	C1=N[C@@H]2CCCC[C@@H]2[SiH2]1
highest occupied orbital energy (alpha / beta)	-9.3 / -9.1	eV

```
! RIJCOSX wB97M-V def2-TZVPD def2/J DEFGRID3
* xyz 0 1
C -2.2074 0.8141 -0.9695
N -0.8825 1.6485 -0.2527
C -0.1964 0.9158 0.6988
C 1.3266 1.2832 0.5375
C 1.9550 0.5220 -0.5899
C 1.6638 -1.0360 -0.3361
C 0.1704 -1.2224 -0.3364
C -0.6096 -0.5881 0.7923
Si -2.4147 -0.6366 0.2490
H -2.9636 1.4805 -1.3345
H -0.5197 1.3305 1.6623
H 1.9841 1.0217 1.4542
H 1.1312 2.3401 0.1472
H 3.0724 0.8337 -0.5914
H 1.4585 0.6232 -1.5654
H 1.9378 -1.6153 -1.1837
H 2.0733 -1.3301 0.6911
H -0.4327 -0.8580 -1.2681
H -0.0716 -2.2879 -0.5222
H -0.3215 -0.7775 1.8976
H -3.3295 -0.6544 1.3791
H -2.8241 -1.8071 -0.5592
*
```

Löwdin atomic charge list, values in e, 6 entries: C -0.054; N 0.068; C -0.504; C -0.180; C -0.215; C -0.181



Which of them is most stable? Easy: #a.



#a
This record from OMol25 describes a single C3H7NOS2 molecule. The level of theory is ωB97M-V/def2-TZVPD.

highest occupied orbital energy	-8.8	eV

```
! RIJCOSX wB97M-V def2-TZVPD def2/J DEFGRID3
* xyz 0 1
C -0.8443 0.1601 -0.4303
C 0.1913 1.2076 -0.2018
C 1.4505 -1.4140 0.2974
N -2.0315 0.0441 -0.0300
O 2.6069 0.4125 -0.9751
S -2.9970 1.0856 0.5888
S 1.8475 0.4123 0.3052
H -0.5629 -0.8276 -0.7994
H 0.3334 -1.3960 0.9069
H 0.7082 1.8699 -0.8369
H -0.1487 1.8862 0.5008
H 2.2282 -1.9659 0.8404
H 1.3685 -1.8623 -0.6622
H -4.1502 0.3874 0.4962
*
```

Löwdin atomic charge list, values in e, 6 entries: C -0.347; C -0.259; C -0.256; N -0.492; O -0.575; S 0.774



#b
This record from OMol25 describes a single C3H7NOS2 molecule. The level of theory is ωB97M-V/def2-TZVPD.

SMILES	N[C@H](C=O)CSS
highest occupied orbital energy	-8.0	eV

```
! RIJCOSX wB97M-V def2-TZVPD def2/J DEFGRID3
* xyz 0 1
N 2.1264 1.3384 -0.0612
C 1.4194 0.1233 -0.4801
C 1.6906 -0.3178 -1.9325
O 0.9688 -0.5589 -2.8602
C -0.1207 0.0061 -0.5630
S -0.6993 0.5168 1.1132
S -2.2136 -0.7788 1.6174
H 3.0561 1.1756 0.2449
H 1.5423 2.1212 0.1937
H 1.7515 -0.5643 0.3353
H 2.7430 -0.5299 -2.0335
H -0.2010 -1.1319 -0.5815
H -0.6515 0.8323 -1.1693
H -2.2039 -1.4775 0.4846
*
```

Löwdin atomic charge list, values in e, 6 entries: N 0.043; C -0.451; C -0.241; O 0.072; C -0.496; S 0.378



Which of them is most stable? Easy: #b.



#a
This record from OMol25 describes a single C3H3ClS2 molecule. The level of theory is ωB97M-V/def2-TZVPD.

SMILES	ClC1=CSSC1
highest occupied orbital energy	-8.0	eV

```
! RIJCOSX wB97M-V def2-TZVPD def2/J DEFGRID3
* xyz 0 1
Cl 2.3070 -0.3479 0.0151
C 0.6440 -0.3162 0.1167
C -0.1467 -1.2614 -0.2530
S -1.9969 -0.9737 0.1103
S -1.7735 1.0638 -0.0771
C -0.0042 1.0374 0.1385
H 0.2248 -2.2534 -0.5039
H 0.3330 1.5161 1.1023
H 0.4126 1.5353 -0.6489
*
```

Löwdin atomic charge list, values in e, 6 entries: Cl 0.754; C -0.918; C -0.419; S 0.469; S 0.505; C -0.601



#b
This record from OMol25 describes a single C3H3ClS2 molecule. The level of theory is ωB97M-V/def2-TZVPD.

SMILES	S=CS/C=C/Cl
highest occupied orbital energy	-8.9	eV

```
! RIJCOSX wB97M-V def2-TZVPD def2/J DEFGRID3
* xyz 0 1
S -2.4601 1.4157 -2.0323
C -1.3487 0.9214 -0.9783
S -0.0753 -0.2381 -1.0155
C 0.3218 -0.3963 0.6863
C 1.5532 -0.8690 0.9493
Cl 2.1550 -1.0004 2.5456
H -1.1871 1.5121 -0.0634
H -0.2377 -0.1144 1.5234
H 2.1983 -1.1710 0.0855
*
```

Löwdin atomic charge list, values in e, 6 entries: S 0.622; C -1.113; S 0.901; C -0.502; C -0.685; Cl 0.629



Which of them is most stable? Easy: #a.